[1]
DFT (ωB97M-V/def2-TZVPD) results for a molecular structure, C38H33FeN4O4SSi.

Calculated values
Total charge: 0
Energy: -107195.30890 eV
Spin multiplicity: 6
ΔE to the lowest compared entry with this formula, charge and spin: 8.85 kcal/mol

Cartesian coordinates (Å):
Fe (-0.0682, -0.2099, -0.3605)
O (-0.4038, -0.8279, 3.7474)
C (-0.5523, -0.7582, 2.5380)
O (0.2593, -0.2174, 1.7035)
C (-1.7976, -1.3036, 1.8871)
C (-2.9216, -1.6563, 2.6458)
C (-4.0418, -2.1120, 2.0109)
C (-4.0407, -2.2248, 0.6031)
C (-5.1556, -2.6707, -0.1351)
C (-5.1026, -2.7482, -1.5009)
C (-3.9252, -2.3933, -2.1828)
C (-2.8208, -1.9676, -1.4952)
C (-2.8589, -1.8540, -0.0903)
N (-1.7628, -1.3871, 0.5701)
H (-2.8639, -1.5461, 3.7197)
H (-4.9303, -2.3903, 2.5643)
H (-6.0595, -2.9430, 0.3962)
H (-5.9627, -3.0894, -2.0612)
H (-3.8891, -2.4579, -3.2627)
H (-1.9049, -1.7026, -2.0101)
O (-1.6756, 1.2912, -1.1947)
C (-1.3961, 0.9509, -2.3570)
C (-2.1375, 1.3697, -3.6081)
C (-1.4943, 0.4915, -4.6791)
C (-0.3278, -0.1928, -3.9507)
O (0.4996, -0.8977, -4.4776)
N (-0.3863, 0.1131, -2.6056)
H (-1.9689, 2.4335, -3.7806)
H (-3.2073, 1.2137, -3.4744)
H (-1.1166, 1.0327, -5.5442)
H (-2.1639, -0.2887, -5.0432)
C (-3.5102, 2.4454, 2.2068)
C (-2.0392, 2.4319, 2.4550)
C (-1.4650, 2.4856, 3.6902)
C (-0.0557, 2.5084, 3.7744)
N (0.7082, 2.5530, 2.6974)
C (0.1479, 2.4463, 1.4917)
S (1.0336, 2.3596, 0.0597)
N (-1.2228, 2.3952, 1.3810)
C (0.6366, 2.4307, 5.0899)
H (-4.0538, 2.4388, 3.1479)
H (-3.8156, 1.5807, 1.6141)
H (-3.7822, 3.3465, 1.6546)
H (-2.0759, 2.4908, 4.5804)
H (-1.5930, 2.2489, 0.4436)
H (0.0390, 2.8636, 5.8910)
H (1.6084, 2.9137, 5.0272)
H (0.7901, 1.3709, 5.3110)
C (4.9792, -2.7686, 2.9526)
C (3.9353, -1.9359, 3.3235)
C (3.1040, -1.3855, 2.3565)
C (3.3064, -1.6623, 1.0045)
C (4.3459, -2.5266, 0.6470)
C (5.1754, -3.0743, 1.6124)
Si (2.3151, -0.8763, -0.4072)
C (1.8971, -2.3172, -1.5766)
C (2.7865, -2.6582, -2.5982)
C (2.6022, -3.8161, -3.3378)
C (1.5110, -4.6364, -3.0909)
C (0.6040, -4.2980, -2.0981)
C (0.8054, -3.1547, -1.3395)
C (3.3872, 0.4117, -1.2534)
C (4.4585, 0.9956, -0.5770)
C (5.2824, 1.9058, -1.2205)
C (5.0345, 2.2558, -2.5404)
C (3.9535, 1.7033, -3.2138)
C (3.1333, 0.7855, -2.5755)
H (5.6417, -3.1798, 3.7041)
H (3.7655, -1.7060, 4.3682)
H (2.2916, -0.7344, 2.6475)
H (4.5054, -2.7669, -0.3981)
H (5.9811, -3.7348, 1.3159)
H (3.6299, -2.0119, -2.8132)
H (3.3133, -4.0742, -4.1128)
H (1.3665, -5.5350, -3.6771)
H (-0.2539, -4.9305, -1.9033)
H (0.1117, -2.9209, -0.5353)
H (4.6501, 0.7324, 0.4570)
H (6.1225, 2.3356, -0.6891)
H (5.6808, 2.9653, -3.0420)
H (3.7573, 1.9850, -4.2412)
H (2.2939, 0.3393, -3.0980)

***

[2]
DFT (ωB97M-V/def2-TZVPD) results for a gas-phase ion, CH2N3O2 (charge +1).

Calculated values
Total charge: +1
Energy: -9621.47242 eV
SMILES string: O=C=[NH+]NN=O
ΔE to the lowest compared entry with this formula, charge and spin: 12.67 kcal/mol

Cartesian coordinates (Å):
C (1.8097, -0.1149, 0.0321)
N (-0.5496, 0.3308, -0.4316)
N (0.6070, 0.0182, 0.4229)
N (-1.5269, 0.0171, 0.4522)
O (2.8551, -0.1723, -0.4006)
O (-2.6443, -0.1447, 0.0441)
H (-0.6633, 0.3231, -1.4298)
H (0.1124, -0.2572, 1.3107)

***

[3]
DFT (ωB97M-V/def2-TZVPD) results for 13 unconnected molecules or ions with the total composition C24H72IO24.

Calculated values
Total charge: -1
Energy: -83292.64669 eV

Cartesian coordinates (Å):
I (-0.2451, -0.1639, 0.0771)
C (1.4346, 0.2272, 6.9239)
C (0.4532, 1.2242, 6.2104)
O (-0.2043, 0.5892, 5.1469)
O (2.5684, -0.0401, 6.0988)
H (0.8483, -0.6129, 7.2961)
H (1.8820, 0.6144, 7.8394)
H (1.0782, 2.0065, 5.7796)
H (-0.1972, 1.6602, 6.9687)
H (0.5277, 0.1892, 4.6719)
H (3.2318, -0.3695, 6.7095)
C (-0.4282, 4.1551, 1.4120)
C (-0.3358, 2.9944, 2.3933)
O (0.0024, 3.3736, 3.6955)
O (-1.5715, 4.9228, 1.5701)
H (-0.4533, 3.5602, 0.4990)
H (0.5316, 4.6676, 1.4766)
H (0.4410, 2.3068, 2.0586)
H (-1.2944, 2.4900, 2.5147)
H (-0.1168, 2.5997, 4.2509)
H (-1.4158, 5.5669, 2.2648)
C (0.4765, 0.4606, -4.1819)
C (-0.9385, 0.7271, -4.7889)
O (-1.5394, -0.4998, -5.2106)
O (1.5368, 0.5182, -5.1073)
H (0.4126, -0.4241, -3.5485)
H (0.5922, 1.2736, -3.4652)
H (-0.9667, 1.5238, -5.5322)
H (-1.5674, 1.1292, -3.9946)
H (-1.0629, -0.8170, -5.9812)
H (2.2826, 0.0216, -4.7625)
C (3.9909, -0.1104, 2.8245)
C (3.4906, 1.0267, 1.9130)
O (4.2861, 2.2072, 1.8365)
O (5.1493, -0.6966, 2.2823)
H (3.2452, -0.8900, 2.9803)
H (4.2444, 0.2022, 3.8375)
H (2.5342, 1.4246, 2.2524)
H (3.2228, 0.5917, 0.9501)
H (3.8213, 3.0406, 1.7318)
H (4.8132, -1.5502, 1.9992)
C (2.9493, -2.6425, -3.3986)
C (3.7499, -1.5526, -2.7096)
O (3.9178, -0.4312, -3.5438)
O (3.6673, -3.0869, -4.5418)
H (1.9563, -2.3754, -3.7601)
H (2.7919, -3.4568, -2.6913)
H (4.7314, -1.8378, -2.3310)
H (3.0811, -1.2454, -1.9056)
H (4.6063, -0.6503, -4.1759)
H (3.7681, -2.3564, -5.1565)
C (-4.4574, -1.5009, 3.8777)
C (-3.5251, -1.1502, 2.6303)
O (-2.4453, -0.3428, 3.0659)
O (-3.9326, -2.6778, 4.5676)
H (-5.4705, -1.6118, 3.4912)
H (-4.5525, -0.6302, 4.5265)
H (-4.1163, -0.6231, 1.8815)
H (-2.9895, -1.9762, 2.1623)
H (-1.8398, -0.1365, 2.3500)
H (-3.3320, -2.3987, 5.2625)
C (-0.5079, 4.0465, -3.4232)
C (0.0209, 5.3221, -3.9080)
O (-0.7557, 5.8589, -4.9579)
O (-1.9232, 4.1963, -3.3088)
H (0.0264, 3.6698, -2.5510)
H (-0.3566, 3.3966, -4.2851)
H (1.0443, 5.1937, -4.2605)
H (-0.0385, 5.9870, -3.0464)
H (-1.5188, 5.2970, -4.8045)
H (-2.1234, 4.6041, -2.4631)
C (0.1844, -3.4216, 3.8088)
C (1.3802, -2.5210, 3.8887)
O (0.9826, -1.2388, 3.3813)
O (-0.9410, -2.9329, 4.5876)
H (0.4823, -4.3900, 4.2109)
H (-0.0725, -3.7027, 2.7875)
H (2.1971, -2.8728, 3.2587)
H (1.7225, -2.4246, 4.9191)
H (0.6146, -1.2784, 2.4956)
H (-1.2265, -2.0790, 4.2544)
C (3.1353, 2.3762, -1.8129)
C (3.4619, 2.9632, -3.2231)
O (3.7746, 4.3497, -3.2137)
O (1.9512, 2.9971, -1.1515)
H (3.9907, 2.4974, -1.1483)
H (2.9331, 1.3088, -1.9014)
H (2.5619, 2.8530, -3.8280)
H (4.2331, 2.2953, -3.6067)
H (3.2593, 4.7990, -2.5397)
H (1.4781, 2.2855, -0.7140)
C (-3.6817, 1.7049, -1.5930)
C (-4.6935, 0.5649, -1.6632)
O (-5.9568, 0.9210, -0.9797)
O (-3.2680, 1.8723, -0.2084)
H (-4.1528, 2.6157, -1.9627)
H (-2.8240, 1.4174, -2.2011)
H (-4.3245, -0.3902, -1.2895)
H (-4.9727, 0.4979, -2.7147)
H (-6.0051, 0.8089, -0.0275)
H (-2.4211, 1.4567, -0.0308)
C (0.8048, -5.1661, 0.4018)
C (-0.3662, -4.6770, -0.5319)
O (-1.1664, -3.6907, 0.0138)
O (0.3142, -5.8081, 1.5205)
H (1.4666, -4.3414, 0.6663)
H (1.3547, -5.9083, -0.1769)
H (-1.0708, -5.4452, -0.8504)
H (-0.0205, -4.3891, -1.5247)
H (-0.6618, -2.8759, 0.0692)
H (1.0593, -6.2964, 1.8783)
C (-3.8393, -3.7757, -2.4874)
C (-3.2614, -2.6157, -3.4005)
O (-1.8441, -2.5644, -3.2795)
O (-3.7359, -3.4543, -1.1037)
H (-3.4202, -4.7562, -2.7139)
H (-4.8997, -3.9130, -2.6994)
H (-3.7260, -1.6903, -3.0599)
H (-3.6219, -2.7558, -4.4196)
H (-1.5318, -1.7946, -3.7607)
H (-2.8226, -3.4233, -0.8097)

***

[4]
DFT (ωB97M-V/def2-TZVPD) results for a single C6H10Si molecule.

Calculated values
Total charge: 0
Energy: -14258.04408 eV
SMILES string: C=C[C@H]1C[Si@@H]1C=C
ΔE to the lowest compared entry with this formula, charge and spin: 36.70 kcal/mol

Cartesian coordinates (Å):
C (0.1699, 0.1413, 1.0594)
C (1.6171, 0.2160, 1.4801)
C (-1.8019, -2.0691, -2.0207)
C (-1.6844, -1.3050, -0.9669)
C (-0.6238, 1.2919, 0.6042)
C (2.5187, 1.1536, 1.0170)
Si (-0.3906, -0.0074, -0.8002)
H (-0.3036, -0.7456, 1.3901)
H (1.8854, -0.5506, 2.2114)
H (-2.5528, -2.6629, -2.2400)
H (-1.0299, -1.9897, -2.8465)
H (-2.4238, -1.2684, -0.1373)
H (-1.6162, 1.4029, 1.0329)
H (-0.0679, 2.1972, 0.6755)
H (2.2040, 2.1160, 0.5322)
H (3.5135, 0.9768, 1.2366)
H (0.5052, 0.1531, -1.8009)

***

[5]
DFT (ωB97M-V/def2-TZVPD) results for 2 unconnected molecules or ions with the total composition CH5O2.

Calculated values
Total charge: -1
Energy: -5212.87913 eV
ΔE to the lowest compared entry with this formula, charge and spin: 1.50 kcal/mol

Cartesian coordinates (Å):
C (1.0290, -0.2835, -0.1676)
O (-0.1257, -0.8171, 0.3822)
H (1.4470, 0.5261, 0.4549)
H (1.8035, -1.0709, -0.2669)
H (0.8704, 0.1169, -1.1656)
H (-1.9433, 1.0581, 0.7606)
H (-1.0293, -0.1752, 0.1061)
O (-2.0517, 0.6455, -0.1037)